{
  "formula": "C44H39As2N2OS2SeY",
  "method": "ωB97M-V with the def2-TZVPD basis set",
  "total_energy_ev": -261015.831,
  "gap_ev": 7.57,
  "relative_energy_ev": 0.000,
  "e_homo_ev": -12.916,
  "total_charge": 2,
  "elements": ["Y", "Se", "C", "C", "C", "N", "C", "C", "H", "H", "H", "H", "O", "As", "C", "C", "C", "C", "C", "C", "C", "C", "C", "C", "C", "C", "C", "C", "C", "C", "C", "C", "H", "H", "H", "H", "H", "H", "H", "H", "H", "H", "H", "H", "H", "H", "H", "S", "C", "N", "C", "C", "S", "H", "H", "H", "H", "H", "C", "C", "C", "C", "C", "C", "As", "C", "C", "C", "C", "C", "C", "C", "C", "C", "C", "C", "C", "H", "H", "H", "H", "H", "H", "H", "H", "H", "H", "H", "H", "H", "H", "H"],
  "positions_angstrom": [[-0.2743, 0.0162, 0.1252], [-2.2527, 1.4793, 1.2475], [-2.3737, 0.0079, 2.4678], [-1.2184, -0.5767, 2.9822], [-1.3393, -1.7048, 3.7940], [-2.5040, -2.2478, 4.1155], [-3.6089, -1.6576, 3.6440], [-3.5985, -0.5420, 2.8193], [-0.2353, -0.1457, 2.8183], [-0.4537, -2.1767, 4.2075], [-4.5527, -2.1022, 3.9395], [-4.5247, -0.1219, 2.4528], [1.5018, -0.3620, 1.2657], [3.0250, -0.7159, 0.6014], [3.3924, -2.5566, 0.8770], [4.0579, -3.2841, -0.1038], [4.3396, -4.6214, 0.1281], [3.9590, -5.2153, 1.3258], [3.2980, -4.4764, 2.3021], [3.0150, -3.1379, 2.0828], [2.8080, -0.3875, -1.2719], [2.0105, -1.2888, -1.9901], [1.7516, -1.0621, -3.3341], [2.2985, 0.0568, -3.9523], [3.0943, 0.9465, -3.2361], [3.3521, 0.7327, -1.8894], [4.2477, 0.5063, 1.3931], [3.7642, 1.3893, 2.3527], [4.6441, 2.2783, 2.9500], [5.9863, 2.2803, 2.5869], [6.4592, 1.3883, 1.6303], [5.5906, 0.4922, 1.0312], [4.3522, -2.8225, -1.0385], [4.8588, -5.1993, -0.6254], [4.1829, -6.2591, 1.5029], [3.0110, -4.9428, 3.2359], [2.5053, -2.5524, 2.8382], [1.6308, -2.1837, -1.5087], [1.1391, -1.7607, -3.8904], [2.1112, 0.2334, -5.0037], [3.5186, 1.8100, -3.7322], [3.9669, 1.4270, -1.3307], [2.7204, 1.3602, 2.6385], [4.2870, 2.9619, 3.7099], [6.6701, 2.9729, 3.0587], [7.5060, 1.3860, 1.3584], [5.9625, -0.2116, 0.2956], [-0.3607, 1.7334, -2.0312], [-0.0905, 3.0188, -0.9602], [-0.8432, 4.0795, -0.8124], [-0.6621, 4.8822, 0.4071], [0.7240, 4.5394, 0.9668], [1.2306, 2.9855, 0.1553], [-1.6955, 4.1561, -1.3533], [-1.4434, 4.6025, 1.1114], [-0.7466, 5.9414, 0.1782], [0.6905, 4.3970, 2.0432], [1.4699, 5.2904, 0.7226], [-0.6840, -4.6870, -5.0748], [0.1723, -4.7755, -3.9828], [-0.1135, -4.0783, -2.8187], [-1.2597, -3.2927, -2.7485], [-2.1282, -3.2169, -3.8299], [-1.8345, -3.9146, -4.9962], [-1.5939, -2.3293, -1.1135], [-1.6339, -3.7074, 0.2288], [-2.5035, -4.7908, 0.1194], [-2.5268, -5.7630, 1.1052], [-1.6747, -5.6623, 2.2027], [-0.7919, -4.5999, 2.3014], [-0.7691, -3.6231, 1.3130], [-3.3766, -1.5978, -1.1801], [-4.3405, -1.9311, -0.2387], [-5.5758, -1.2977, -0.2690], [-5.8469, -0.3316, -1.2285], [-4.8763, 0.0110, -2.1634], [-3.6405, -0.6155, -2.1353], [-0.4608, -5.2334, -5.9820], [1.0560, -5.3989, -4.0346], [0.5382, -4.1817, -1.9575], [-3.0344, -2.6322, -3.7662], [-2.5132, -3.8610, -5.8376], [-3.1640, -4.8725, -0.7359], [-3.2066, -6.6005, 1.0196], [-1.6998, -6.4200, 2.9755], [-0.1205, -4.5276, 3.1474], [-0.0397, -2.8231, 1.3938], [-4.1397, -2.6746, 0.5221], [-6.3306, -1.5664, 0.4601], [-6.8140, 0.1545, -1.2517], [-5.0823, 0.7637, -2.9132], [-2.8846, -0.3356, -2.8604]],
  "atomic_forces_ev_per_a": [[-0.1923, 0.2591, 0.1159], [-0.0826, 0.1334, 0.0215], [0.2723, 0.1626, -0.1877], [0.0090, -0.1479, 0.0576], [-0.2263, 0.1121, -0.0274], [0.0109, 0.0487, 0.0152], [0.1738, 0.0885, -0.0437], [-0.1271, -0.2594, 0.0512], [-0.0009, 0.0624, 0.1496], [0.0063, 0.0077, 0.0026], [0.0219, -0.0204, 0.0142], [0.0084, 0.0131, -0.0022], [-0.2168, -0.1844, -0.0468], [0.1879, 0.2085, -0.1336], [0.0554, 0.1076, -0.0150], [-0.0017, -0.0272, 0.0072], [0.0128, -0.0934, 0.0310], [-0.0226, 0.0761, -0.0036], [0.0236, -0.0354, -0.0240], [-0.0287, -0.0363, 0.0211], [0.0187, -0.2400, 0.0387], [0.0812, 0.1413, 0.1074], [0.0045, 0.1040, 0.0256], [0.0607, 0.0508, 0.0526], [-0.0606, -0.0238, -0.1072], [-0.0628, -0.0239, -0.0357], [-0.0507, -0.1044, -0.0149], [-0.0029, -0.0393, -0.0189], [0.0904, 0.0624, 0.0296], [-0.0676, -0.0587, -0.0360], [0.0410, 0.0859, 0.0651], [-0.0305, -0.0582, -0.0517], [0.0045, 0.0024, -0.0124], [-0.0116, 0.0038, 0.0265], [-0.0038, 0.0141, -0.0056], [0.0156, 0.0066, -0.0285], [-0.0108, 0.0003, 0.0272], [-0.0073, -0.0567, -0.0050], [0.0134, -0.0023, -0.0074], [0.0047, 0.0052, 0.0198], [-0.0122, -0.0230, 0.0034], [0.0326, 0.0082, 0.0034], [-0.0098, 0.0197, 0.0091], [0.0177, -0.0168, -0.0200], [-0.0002, 0.0008, 0.0013], [-0.0069, 0.0082, 0.0070], [0.0143, -0.0068, -0.0095], [0.1238, 0.0009, -0.1500], [-0.0077, -0.0658, 0.1538], [-0.1661, 0.0728, 0.0874], [0.0375, -0.0432, -0.1145], [-0.0093, -0.0343, -0.0296], [0.0922, -0.0616, -0.0022], [0.0032, 0.0096, -0.0055], [-0.0595, -0.0048, 0.0328], [-0.0036, 0.0109, -0.0406], [0.0208, -0.0241, 0.0055], [0.0110, 0.0170, -0.0101], [-0.0273, 0.0284, 0.0104], [0.0059, -0.0102, 0.0003], [0.0042, -0.0614, -0.0202], [-0.1655, 0.0627, -0.0574], [0.1059, -0.0223, -0.0569], [0.0311, -0.0172, 0.0311], [0.1340, -0.0203, 0.3752], [0.0123, -0.0455, -0.0229], [-0.0786, -0.0095, -0.0133], [0.0689, 0.0309, 0.0487], [-0.0462, -0.0137, -0.0581], [0.0172, -0.0325, -0.0595], [0.0670, -0.1950, -0.0337], [0.0233, -0.0239, -0.1626], [-0.0657, -0.0281, 0.0367], [-0.0468, 0.0491, -0.0165], [0.0486, -0.0255, -0.0054], [-0.0078, -0.0283, 0.0260], [-0.0507, 0.0225, 0.0456], [-0.0030, 0.0097, 0.0200], [-0.0195, 0.0132, -0.0029], [0.0202, -0.0091, 0.0152], [-0.0641, 0.0351, -0.0144], [0.0178, -0.0057, 0.0137], [-0.0150, -0.0105, -0.0058], [0.0077, 0.0079, 0.0070], [0.0031, 0.0263, -0.0195], [-0.0154, -0.0171, 0.0029], [-0.0181, 0.0904, -0.0131], [0.0115, -0.0179, -0.0226], [0.0115, 0.0146, -0.0300], [0.0275, -0.0172, 0.0120], [-0.0059, -0.0095, 0.0126], [0.0243, 0.0168, -0.0364]]
}